Entry i
This record from the Open Molecules 2025 dataset describes a molecular structure, C27H18Br2IN4O2Pt. The level of theory is ωB97M-V/def2-TZVPD.

The geometry in ORCA input format:
```
! RIJCOSX wB97M-V def2-TZVPD def2/J DEFGRID3
* xyz 1 1
Pt -1.10250 0.13563 -0.32362
Br -0.85175 5.63781 3.46388
C -0.89411 4.08814 2.37798
C -1.83786 3.96455 1.34592
C -1.85804 2.79411 0.62515
N -1.01481 1.78465 0.84286
C -0.05759 1.90374 1.81162
C -0.00866 3.05835 2.60534
C 0.87379 0.81208 1.98326
C 2.08979 0.95827 2.67050
C 2.93963 -0.12461 2.76387
Br 4.64547 0.06450 3.57098
C 2.56198 -1.35587 2.21130
C 1.37570 -1.40263 1.50749
N 0.56637 -0.36293 1.37783
H -2.53161 4.75831 1.13297
H -2.58758 2.63951 -0.16303
H 0.70515 3.13798 3.40798
H 2.37677 1.91439 3.07890
H 3.18369 -2.22834 2.31747
H 1.06482 -2.31066 1.01023
C -0.12030 -3.16268 -2.85366
C -0.87469 -4.19187 -2.28089
C -1.76595 -3.88098 -1.28204
C -1.86506 -2.56039 -0.81869
N -1.10341 -1.57359 -1.37809
C -0.27429 -1.87672 -2.37769
C -2.69775 -2.14729 0.27679
C -3.75397 -2.90375 0.80539
C -4.50094 -2.40961 1.84589
C -4.18556 -1.14581 2.36065
C -3.15174 -0.43609 1.79620
N -2.41586 -0.91062 0.78834
H 0.56880 -3.36327 -3.65356
H -0.75549 -5.21097 -2.61113
H -2.37173 -4.64775 -0.83114
H 0.28498 -1.05828 -2.80988
H -3.98688 -3.85957 0.36644
H -5.31983 -2.97988 2.25279
H -4.74135 -0.72898 3.18126
H -2.89469 0.54719 2.16587
I 6.43424 0.62269 -1.96726
C 4.37942 1.03251 -2.22777
C 3.94269 1.66430 -3.38081
C 2.59154 1.89999 -3.55528
C 1.68808 1.48764 -2.58222
C 2.13962 0.87131 -1.42530
C 3.48856 0.64449 -1.23899
C 0.20025 1.72407 -2.83199
O -0.13703 2.24169 -3.87084
O -0.58620 1.37024 -1.88879
H 4.64820 1.96437 -4.14047
H 2.22172 2.38851 -4.44223
H 1.43066 0.55618 -0.66965
H 3.84532 0.16596 -0.34016
*
```

Atom charges from the natural (NBO) analysis, given in e for atoms 1 to 8: 1.015, 0.151, -0.020, -0.259, 0.089, -0.440, 0.198, -0.247


Entry ii
This record from the Open Molecules 2025 dataset describes a molecular structure, C27H18Br2IN4O2Pt. The level of theory is ωB97M-V/def2-TZVPD.

The geometry in ORCA input format:
```
! RIJCOSX wB97M-V def2-TZVPD def2/J DEFGRID3
* xyz 1 1
Pt 0.69120 -0.65129 -0.35075
Br -4.05669 -4.89260 1.56203
C -2.71596 -3.68965 1.01843
C -2.01950 -3.91845 -0.15899
C -1.05000 -3.00484 -0.50803
N -0.74937 -1.93793 0.23606
C -1.43446 -1.69574 1.38219
C -2.42840 -2.57907 1.78469
C -1.12353 -0.47801 2.15307
C -1.82015 -0.10839 3.30374
C -1.47641 1.06031 3.95105
Br -2.37686 1.56657 5.52664
C -0.46373 1.86681 3.44749
C 0.17530 1.42743 2.30346
N -0.13316 0.29297 1.69575
H -2.23693 -4.77375 -0.78021
H -0.48649 -3.11882 -1.42294
H -2.99467 -2.39577 2.68463
H -2.62481 -0.71491 3.69286
H -0.18848 2.79217 3.93172
H 0.97524 2.01064 1.85609
C 3.09517 2.67293 -1.50631
C 4.29370 2.38436 -0.86351
C 4.42092 1.19036 -0.18605
C 3.34658 0.30512 -0.13375
N 2.19669 0.59246 -0.78899
C 2.07904 1.74239 -1.45508
C 3.34329 -0.93358 0.63419
C 4.43939 -1.40948 1.35142
C 4.33352 -2.57599 2.07530
C 3.13482 -3.27999 2.04599
C 2.08894 -2.76978 1.31023
N 2.17391 -1.61927 0.63712
H 2.95665 3.60288 -2.03739
H 5.10920 3.09381 -0.89247
H 5.34536 0.94618 0.31555
H 1.13208 1.89492 -1.95341
H 5.36908 -0.86059 1.33845
H 5.16608 -2.94633 2.65717
H 3.02071 -4.21121 2.58086
H 1.14689 -3.29653 1.25233
I -4.57179 4.35954 -5.77283
C -3.64698 3.11711 -4.35071
C -2.26774 2.97372 -4.37330
C -1.66142 2.13916 -3.44936
C -2.42121 1.46298 -2.49941
C -3.80160 1.62479 -2.48718
C -4.41986 2.44797 -3.41359
C -1.78263 0.59062 -1.45749
O -2.44120 0.13708 -0.53073
O -0.50477 0.39095 -1.63579
H -1.67025 3.50473 -5.10134
H -0.59083 1.99956 -3.46978
H -4.38031 1.09718 -1.74096
H -5.49359 2.57429 -3.40818
*
```

Atom charges from the natural (NBO) analysis, given in e for atoms 1 to 8: 0.972, 0.143, -0.027, -0.268, 0.083, -0.466, 0.318, -0.264


Stability ranking, top and bottom: entry ii is the most stable and entry i is the least stable.


Entry i
This record from the Open Molecules 2025 dataset describes 10 unconnected molecules or ions with the total composition C36H60O30. The level of theory is ωB97M-V/def2-TZVPD.

The geometry in ORCA input format:
```
! RIJCOSX wB97M-V def2-TZVPD def2/J DEFGRID3
* xyz 0 1
C 0.75700 20.00300 -10.27700
C 0.21500 21.20700 -11.06000
C 0.14500 21.01000 -12.50700
O -1.12600 20.44600 -12.77600
C -1.90300 20.74100 -11.77700
O -3.05200 20.34800 -11.72000
O -1.17800 21.34100 -10.77800
H 0.60000 19.05200 -10.82500
H 0.44300 19.83200 -9.19600
H 1.84600 20.25100 -10.23300
H 0.77900 22.10900 -10.96000
H 0.82700 20.26200 -12.73900
H 0.45700 21.91700 -13.02700
C 7.22800 20.68600 -10.87000
C 5.76100 20.38100 -11.06700
C 4.70100 21.19400 -10.42100
O 3.61200 21.12000 -11.34300
C 4.06400 20.81200 -12.59000
O 3.45800 20.88800 -13.68400
O 5.36100 20.56900 -12.39400
H 7.95000 20.24600 -11.55900
H 7.46000 20.43500 -9.89600
H 7.29500 21.77400 -10.93900
H 5.69500 19.30200 -10.79200
H 5.04500 22.24900 -10.20300
H 4.25900 20.62000 -9.62300
C 4.75000 21.71500 -17.33200
C 5.84100 22.01000 -16.32300
C 6.47900 20.80600 -15.62900
O 7.78000 20.79900 -16.09700
C 8.02600 21.80000 -16.94500
O 9.03100 22.00000 -17.51200
O 6.95300 22.48000 -17.14200
H 4.36000 22.63700 -17.76400
H 3.94200 21.16300 -16.80700
H 5.03000 21.07300 -18.15500
H 5.46200 22.77600 -15.57600
H 6.03800 19.82700 -15.98700
H 6.56900 20.89800 -14.55000
C 0.35000 14.37100 -17.60200
C -0.21500 15.46600 -18.51900
C -0.74600 16.75100 -17.86400
O -0.05500 17.73100 -18.56200
C 0.62800 17.26800 -19.47300
O 1.17000 18.06300 -20.24500
O 0.79400 16.00200 -19.32300
H 1.15500 14.74000 -16.97200
H 0.85700 13.62700 -18.18600
H -0.28100 13.83600 -16.89200
H -0.97000 15.08500 -19.10500
H -0.53600 16.84400 -16.74500
H -1.82500 16.76600 -18.05800
C 5.84100 17.17900 -16.56800
C 4.33700 17.32600 -16.73400
C 3.50000 16.12200 -16.87700
O 2.60000 16.20900 -15.80000
C 2.84600 17.29200 -15.07800
O 2.21200 17.58100 -14.10200
O 3.76900 17.95800 -15.56700
H 6.12900 16.81000 -15.59600
H 6.45200 18.04000 -16.70400
H 6.28800 16.47800 -17.30400
H 4.11400 17.92100 -17.69600
H 4.14400 15.27000 -16.74300
H 2.92600 16.19300 -17.81200
C -3.80500 18.54200 -19.62700
C -2.80400 19.36200 -18.87000
C -2.92300 20.82500 -18.62300
O -3.59000 20.84200 -17.40800
C -3.22600 19.78600 -16.71700
O -3.42900 19.54700 -15.51200
O -2.76700 18.84300 -17.54100
H -3.59800 17.44600 -19.61000
H -3.78800 18.85600 -20.67400
H -4.79500 18.72700 -19.21200
H -1.82500 19.06300 -19.38800
H -3.48300 21.27300 -19.44400
H -1.94900 21.29700 -18.44800
C -2.58800 12.91500 -14.16200
O -3.05600 14.02500 -13.44800
C -2.74700 15.21100 -13.97100
O -2.48600 15.28000 -15.32000
O -2.62100 16.25900 -13.10200
C -2.19200 17.49100 -13.63900
H -2.53800 11.97600 -13.55900
H -1.57500 12.97200 -14.50500
H -3.31500 12.65600 -14.84200
H -2.70400 17.62000 -14.61300
H -1.07800 17.52900 -13.69300
H -2.56900 18.31100 -13.05400
C 6.87000 15.05700 -22.23200
O 6.73200 16.41000 -22.05600
C 5.89200 16.90700 -21.08500
O 5.46500 16.22600 -19.89700
O 5.59400 18.18200 -21.30300
C 4.93700 18.91000 -20.30600
H 7.74800 14.69400 -21.77200
H 7.09200 14.75800 -23.23000
H 5.96400 14.45600 -21.98500
H 3.85200 18.73200 -20.15300
H 4.76400 19.99200 -20.49400
H 5.32700 18.54200 -19.30400
C 2.20500 23.63200 -15.74100
O 1.01300 23.76700 -15.11500
C 0.86600 24.79500 -14.29600
O 1.73500 25.87200 -14.08000
O -0.28400 24.58200 -13.53200
C -0.63700 25.54800 -12.53200
H 2.00100 22.76200 -16.33200
H 2.94800 23.38000 -14.97300
H 2.39200 24.41400 -16.41300
H -1.24200 26.32100 -13.02200
H 0.07900 26.00200 -11.77900
H -1.39200 25.02700 -11.93000
C 1.56800 21.30600 -19.98700
O 0.66700 21.22200 -18.90600
C 1.08500 20.47900 -17.92400
O 2.39000 19.84600 -17.93900
O 0.19100 20.31600 -16.89500
C 0.64400 19.62300 -15.69600
H 1.58500 20.33800 -20.53900
H 2.54100 21.55200 -19.54900
H 1.15100 22.01300 -20.73200
H 1.61100 19.88500 -15.37600
H 0.59400 18.53600 -15.86600
H 0.00300 19.92500 -14.91300
*
```

Results
**SMILES**: C[C@H]1COC(=O)O1.C[C@H]1COC(=O)O1.C[C@H]1COC(=O)O1.C[C@H]1COC(=O)O1.C[C@H]1COC(=O)O1.C[C@H]1COC(=O)O1.COC(=O)OC.COC(=O)OC.COC(=O)OC.COC(=O)OC

Atom charges from the Löwdin analysis, given in e for atoms 1 to 8: 0.004, -0.318, -0.128, 0.095, -0.552, 0.138, 0.083, 0.102


Entry ii
This record from the Open Molecules 2025 dataset describes 10 unconnected molecules or ions with the total composition C36H60O30. The level of theory is ωB97M-V/def2-TZVPD.

The geometry in ORCA input format:
```
! RIJCOSX wB97M-V def2-TZVPD def2/J DEFGRID3
* xyz 0 1
C 0.85039 -2.35901 -0.47983
C -0.10423 -1.16340 -0.34902
C -1.37384 -1.52652 0.33887
O -1.37618 -0.62432 1.45062
C -0.27181 0.15219 1.48069
O 0.05065 0.90696 2.35823
O 0.52776 -0.17547 0.46380
H 0.52427 -2.92526 -1.35593
H 0.96031 -2.95585 0.41954
H 1.81895 -1.97471 -0.80537
H -0.27823 -0.72375 -1.32920
H -1.38274 -2.60316 0.51721
H -2.21192 -1.31217 -0.32779
C -6.03671 -2.17707 -3.35838
C -4.88997 -2.44815 -2.37907
C -4.53250 -3.91912 -2.24587
O -3.09842 -3.91003 -2.34550
C -2.66586 -2.74179 -2.84734
O -1.55510 -2.37675 -3.00094
O -3.75420 -1.87350 -2.95661
H -5.89057 -2.83341 -4.21439
H -5.98228 -1.14055 -3.69301
H -7.03504 -2.25314 -2.92502
H -5.09502 -2.07366 -1.36919
H -5.00458 -4.55297 -2.99756
H -4.89657 -4.30040 -1.29298
C -5.00623 -0.19100 2.48695
C -5.08790 1.04201 3.34924
C -5.82134 0.90181 4.68513
O -5.10865 1.79277 5.54426
C -3.81777 1.84141 5.06638
O -2.89962 2.34157 5.62417
O -3.77449 1.36946 3.81739
H -4.06408 -0.26584 1.94781
H -5.71702 -0.04232 1.66156
H -5.38545 -1.09489 2.95914
H -5.42376 1.96040 2.85801
H -5.93315 -0.12691 5.02628
H -6.81799 1.31032 4.50724
C -2.12382 3.09302 1.20618
C -2.06249 4.27281 2.16458
C -1.29332 4.11127 3.54261
O -0.27397 5.09071 3.45910
C -0.34866 5.78734 2.33490
O 0.25702 6.79016 2.09270
O -1.22716 5.23542 1.50501
H -2.56220 2.18104 1.62477
H -1.16187 2.79221 0.80136
H -2.84150 3.27642 0.40256
H -3.05792 4.59653 2.46956
H -0.87811 3.12690 3.74688
H -1.95796 4.41612 4.34863
C 3.46109 -6.65845 1.91855
C 2.15729 -7.06747 2.63862
O 1.16391 -7.36511 1.68927
C 0.50677 -6.35073 1.09329
O 0.71239 -5.18521 1.28408
O -0.28817 -6.91433 0.20743
C -1.26949 -6.06977 -0.38743
H 3.68821 -7.52579 1.29502
H 4.34999 -6.54427 2.54314
H 3.39679 -5.72631 1.36110
H 1.91975 -6.26926 3.34936
H 2.35337 -7.89132 3.32098
H -0.80040 -5.24800 -0.92861
H -1.88045 -5.62978 0.40421
H -1.94549 -6.59443 -1.05419
C 8.10301 2.55565 -1.66918
C 6.74160 3.25702 -1.68294
O 5.68792 2.36373 -1.40617
C 5.12203 1.71173 -2.41500
O 5.01317 2.10159 -3.54101
O 4.48931 0.59918 -2.04466
C 4.30720 0.27389 -0.67562
H 8.64005 2.66697 -0.72317
H 8.83563 2.94178 -2.38119
H 8.05683 1.47869 -1.83863
H 6.60179 3.76464 -2.63751
H 6.72802 3.98359 -0.87431
H 5.23046 0.06284 -0.13848
H 3.68656 -0.61218 -0.54382
H 3.75654 1.05200 -0.14643
C 1.99278 3.11819 1.13231
O 2.92471 4.04773 1.65830
C 3.14957 5.10981 0.88846
O 2.40121 5.49567 0.04597
O 4.34532 5.59977 1.19755
C 4.78786 6.70124 0.42009
H 0.97027 3.49317 1.20433
H 1.98563 2.14208 1.60727
H 2.15380 2.95746 0.06407
H 4.97075 6.35799 -0.59808
H 5.68381 7.08238 0.90233
H 4.08053 7.52887 0.34948
C -0.96659 0.27966 -5.90462
O 0.33596 0.70665 -6.25446
C 1.45820 0.48276 -5.57738
O 2.49408 0.94985 -5.91499
O 1.21562 -0.36841 -4.58328
C 2.10933 -0.47725 -3.47542
H -1.23345 0.75595 -4.95616
H -0.95796 -0.80243 -5.76420
H -1.62543 0.64283 -6.68762
H 2.40245 0.54866 -3.26481
H 2.96522 -1.08416 -3.77499
H 1.63334 -0.95539 -2.62711
O 4.97325 -1.30317 2.22814
C 4.01626 -1.87417 2.68302
O 4.00805 -2.58390 3.82728
C 2.74360 -3.24699 3.95584
C 1.85734 -2.32441 3.12100
O 2.80558 -1.79761 2.17349
H 2.78472 -4.28181 3.61492
H 2.43128 -3.18545 4.99606
H 1.44567 -1.56652 3.78628
H 1.13095 -2.80865 2.47223
O -1.45763 1.28882 -1.78103
C -2.52577 1.67832 -2.11782
O -2.79597 2.35466 -3.22996
C -4.16058 2.72810 -3.26573
C -4.79316 2.01614 -2.07919
O -3.65224 1.51608 -1.34583
H -4.12401 3.81267 -3.13734
H -4.63411 2.47109 -4.21146
H -5.45640 1.20264 -2.36897
H -5.30663 2.70646 -1.41300
*
```

Results
**SMILES**: C[C@H]1COC(=O)O1.C[C@H]1COC(=O)O1.C[C@H]1COC(=O)O1.C[C@H]1COC(=O)O1.CCOC(=O)OC.CCOC(=O)OC.COC(=O)OC.COC(=O)OC.O=C1OCCO1.O=C1OCCO1

Atom charges from the Löwdin analysis, given in e for atoms 1 to 8: -0.006, -0.323, -0.082, 0.069, -0.564, 0.137, 0.099, 0.084


Stability ranking, top and bottom: entry ii is the most stable and entry i is the least stable.